Formula: C30H47N14O2PRu
Source: the Open Molecules 2025 dataset
Level of theory: the ωB97M-V functional and the def2-TZVPD basis

Its spin multiplicity is 2. Its net charge is +3. The lowest unoccupied orbital energy (alpha / beta) is -0.3308 / -0.3617 Ha. The calculation puts the orbital gap (alpha / beta) at 6.06 / 5.22 eV. As for the energy relative to the best compared isomer or geometry (same formula, charge and spin): 7.8 kcal/mol. The expectation value of S² is 0.754.

Geometry (Å):
Ru 0.062 -0.098 -0.164
N -0.604 1.573 -1.339
C -0.767 2.777 -0.494
C -1.645 2.354 0.656
N -1.016 1.174 1.300
C -0.153 1.498 2.468
C 1.279 1.632 2.006
N 1.584 0.383 1.278
H 0.049 1.772 -2.093
H -1.500 1.353 -1.772
H -1.201 3.623 -1.030
H 0.221 3.078 -0.155
H -2.630 2.063 0.293
H -1.798 3.177 1.354
H -1.733 0.521 1.603
H -0.249 0.686 3.182
H -0.478 2.411 2.968
H 1.938 1.807 2.858
H 1.406 2.468 1.323
H 1.535 -0.397 1.930
H 2.528 0.406 0.898
C 3.601 0.306 -4.602
N 2.930 0.427 -3.295
C 2.012 -0.346 -2.734
N 1.671 0.175 -1.548
C 2.439 1.309 -1.468
N 3.203 1.483 -2.507
C 2.646 0.149 -5.762
C 3.130 -0.420 -6.934
C 2.316 -0.517 -8.052
C 1.009 -0.057 -8.008
C 0.519 0.500 -6.833
C 1.339 0.610 -5.714
C -0.861 0.987 -6.792
N -1.532 1.542 -7.732
N -2.799 1.804 -7.209
C -2.782 1.386 -5.998
O -1.576 0.862 -5.635
C -3.902 1.292 -5.060
C -5.023 2.103 -5.207
C -6.114 1.911 -4.373
C -6.103 0.906 -3.412
C -4.988 0.091 -3.274
C -4.996 -1.057 -2.288
N -3.632 -1.309 -1.801
C -2.922 -0.532 -1.005
N -1.655 -0.952 -0.986
C -1.669 -2.021 -1.844
N -2.848 -2.256 -2.351
C -3.883 0.296 -4.090
H 4.299 -0.528 -4.554
H 4.184 1.221 -4.692
H 1.635 -1.255 -3.175
H 2.439 1.996 -0.638
H 4.156 -0.765 -6.989
H 2.703 -0.955 -8.962
H 0.360 -0.136 -8.870
H 0.947 1.096 -4.827
H -5.035 2.864 -5.976
H -6.987 2.539 -4.479
H -6.976 0.752 -2.789
H -5.333 -1.983 -2.750
H -5.635 -0.850 -1.431
H -3.347 0.285 -0.447
H -0.805 -2.620 -2.078
H -3.019 -0.357 -4.037
C -2.305 -3.765 1.212
N -0.887 -4.017 0.926
C -0.604 -5.403 0.538
P 0.232 -3.005 1.548
O -0.219 -1.550 1.262
N 1.648 -3.374 0.808
C 2.768 -4.095 1.431
C 1.730 -3.251 -0.642
N 0.439 -3.162 3.158
C 0.487 -4.516 3.736
C 0.120 -2.131 4.149
H -2.898 -3.959 0.316
H -2.453 -2.730 1.513
H -2.670 -4.419 2.007
H -1.097 -5.626 -0.409
H -0.981 -6.102 1.286
H 0.465 -5.560 0.417
H 2.729 -3.998 2.510
H 3.706 -3.659 1.090
H 2.765 -5.153 1.161
H 1.332 -2.291 -0.977
H 1.192 -4.046 -1.169
H 2.776 -3.294 -0.944
H 0.645 -5.269 2.966
H -0.446 -4.742 4.257
H 1.304 -4.580 4.455
H -0.199 -1.223 3.654
H 0.987 -1.918 4.778
H -0.690 -2.473 4.795

Formula: C30H47N5SW
Source: the Open Molecules 2025 dataset
Level of theory: the ωB97M-V functional and the def2-TZVPD basis

Its spin multiplicity is 3. Its net charge is -2. The lowest unoccupied orbital energy (alpha / beta) is 0.1546 / 0.1514 Ha. The calculation puts the orbital gap (alpha / beta) at 1.36 / 3.77 eV. The expectation value of S² is 2.032.

Geometry (Å):
W -0.994 0.540 0.945
C -0.680 2.141 4.697
C -1.215 0.869 2.932
N -1.217 2.133 3.435
H 0.195 0.421 5.814
N -0.642 0.100 3.899
H -0.539 3.061 5.253
C 1.076 0.920 0.463
C 1.776 0.386 -0.650
C 3.161 0.524 -0.771
C 3.920 1.098 0.254
C 3.268 1.481 1.419
C 1.885 1.369 1.550
H 1.240 -0.152 -1.443
H 3.672 0.168 -1.669
H 3.865 1.863 2.246
H 1.451 1.590 2.532
C 5.401 1.277 0.141
H 5.750 1.873 0.989
H 5.668 1.794 -0.787
H 5.923 0.313 0.153
C -1.554 3.261 2.561
C -2.430 4.238 3.345
C -0.294 3.949 2.044
H -1.868 4.690 4.172
H -2.730 5.020 2.642
H -3.324 3.730 3.724
H -2.812 3.458 0.875
H -2.991 1.900 1.589
H 0.189 3.376 1.238
C -2.239 2.653 1.349
H 0.450 4.103 2.834
H -0.610 4.911 1.624
H -1.480 2.374 0.559
C -0.340 0.856 4.989
C 1.078 -1.569 4.169
H 1.021 -1.715 5.248
H 1.475 -2.480 3.708
C -0.280 -1.268 3.599
H 0.250 -2.239 1.716
C -1.336 -2.293 3.946
H -2.300 -2.056 3.478
H 1.775 -0.753 3.949
H 0.620 -0.626 1.845
H -1.446 -2.401 5.025
H -1.002 -3.261 3.544
C -0.180 -1.307 2.087
H -1.212 -1.264 1.617
C -1.273 -1.436 -4.916
N -0.532 -0.560 -4.131
H -1.225 -3.661 -4.851
N 0.166 -2.521 -3.650
H -2.122 -1.098 -5.487
C -0.900 0.855 -3.961
C -0.473 1.658 -5.176
C -2.397 0.938 -3.747
H -1.026 1.351 -6.064
H -0.688 2.715 -4.981
H 0.602 1.558 -5.359
H -0.525 2.452 -2.601
H 0.857 1.352 -2.760
H -2.681 0.351 -2.867
C -0.233 1.399 -2.724
H -2.961 0.605 -4.617
H -2.638 1.985 -3.553
H -0.592 0.843 -1.845
C -0.854 -2.689 -4.582
C -0.440 -3.908 -1.724
H -1.402 -4.147 -2.189
H -0.087 -4.778 -1.159
C 0.634 -3.586 -2.760
H 2.231 -3.910 -1.380
C 0.906 -4.832 -3.569
H 1.679 -4.663 -4.321
H -0.568 -3.081 -1.014
H 1.610 -2.251 -1.375
H -0.005 -5.202 -4.047
H 1.258 -5.608 -2.885
C 1.866 -3.096 -2.024
H 2.660 -2.779 -2.708
C 0.457 -1.222 -3.505
S -2.822 -0.419 -0.103
C -3.644 -0.711 1.388
N -4.236 -0.961 2.372

Formula: C30H48BaN3O2
Source: the Open Molecules 2025 dataset
Level of theory: the ωB97M-V functional and the def2-TZVPD basis

Its spin multiplicity is 1. Its net charge is +1. The lowest unoccupied orbital energy is -0.1601 Ha. The calculation puts the orbital gap at 5.57 eV. As for the energy relative to the best compared isomer or geometry (same formula, charge and spin): 43.6 kcal/mol.

Geometry (Å):
Ba -1.457 -1.635 -1.476
C 4.190 1.639 0.502
C 4.374 0.163 0.850
C 5.509 -0.414 -0.016
C 4.743 0.037 2.338
C 3.106 -0.635 0.599
C 1.939 -0.075 0.283
C 0.761 -0.934 0.228
N -0.438 -0.544 0.423
C -0.811 0.832 0.185
C -1.170 1.668 1.245
C -1.641 2.941 1.000
C -1.828 3.284 -0.340
C -1.566 2.458 -1.428
C -0.965 1.196 -1.190
O -0.643 0.308 -2.139
C -1.844 3.023 -2.841
C -1.776 1.990 -3.974
C -3.258 3.634 -2.896
C -0.807 4.116 -3.139
C -1.940 3.965 2.103
C -3.406 4.420 2.016
C -1.023 5.184 1.918
C -1.701 3.387 3.497
C 0.964 -2.427 0.070
O 0.130 -3.040 -0.613
C 2.190 -3.002 0.594
C 3.172 -2.104 0.811
C 2.360 -4.517 0.752
C 1.084 -5.129 1.349
C 3.531 -4.839 1.689
C 2.635 -5.143 -0.627
H 5.144 2.157 0.620
H 3.468 2.128 1.163
H 3.861 1.774 -0.533
H 6.415 0.181 0.129
H 5.251 -0.382 -1.080
H 5.754 -1.447 0.247
H 5.651 0.612 2.542
H 4.937 -1.001 2.629
H 3.942 0.427 2.975
H 1.794 0.993 0.207
H -1.032 1.298 2.257
H -2.216 4.276 -0.546
H -2.504 1.187 -3.832
H -0.791 1.541 -4.074
H -2.026 2.499 -4.910
H -4.016 2.881 -2.661
H -3.453 4.009 -3.904
H -3.392 4.471 -2.209
H 0.206 3.700 -3.134
H -0.846 4.920 -2.397
H -0.991 4.555 -4.126
H -3.626 4.905 1.061
H -3.628 5.140 2.811
H -4.085 3.569 2.128
H -1.203 5.682 0.960
H 0.031 4.886 1.951
H -1.197 5.915 2.715
H -2.346 2.525 3.696
H -1.924 4.148 4.249
H -0.659 3.080 3.635
H 4.121 -2.488 1.159
H 0.811 -4.636 2.288
H 1.265 -6.183 1.568
H 0.237 -5.069 0.662
H 3.428 -4.333 2.654
H 4.500 -4.573 1.257
H 3.553 -5.914 1.874
H 1.836 -4.914 -1.334
H 2.706 -6.231 -0.538
H 3.577 -4.773 -1.040
N -3.202 -3.556 -2.616
C -4.431 -3.562 -1.776
C -4.083 -3.721 -0.304
N -3.458 -2.489 0.252
H -3.461 -3.462 -3.591
H -2.762 -4.468 -2.546
H -5.118 -4.358 -2.062
H -4.952 -2.614 -1.924
H -3.370 -4.542 -0.197
H -4.980 -4.005 0.242
H -2.971 -2.713 1.113
H -4.179 -1.830 0.520

Formula: C30H48Br6O18
Source: the Open Molecules 2025 dataset
Level of theory: the ωB97M-V functional and the def2-TZVPD basis

Its spin multiplicity is 2. Its net charge is +1. The lowest unoccupied orbital energy (alpha / beta) is -0.1362 / -0.3301 Ha. The calculation puts the orbital gap (alpha / beta) at 8.26 / 2.98 eV. The expectation value of S² is 0.756.

Geometry (Å):
Br 1.360 -1.672 0.439
C -0.637 -1.446 0.062
C -0.728 -0.429 -1.029
Br 0.389 -0.663 -2.614
H -1.007 -0.967 0.969
H -1.167 -2.383 -0.110
H -0.445 0.497 -0.528
H -1.733 -0.364 -1.446
Br -3.416 -4.471 -2.957
C -1.906 -5.057 -1.998
C -2.055 -6.553 -1.581
Br -0.293 -6.882 -0.636
H -1.966 -4.317 -1.200
H -1.133 -4.889 -2.747
H -2.069 -7.220 -2.443
H -2.939 -6.711 -0.963
Br -4.910 -2.496 -0.440
C -5.418 -1.185 0.958
C -5.192 0.286 0.605
Br -3.310 0.817 0.547
H -5.086 -1.680 1.871
H -6.501 -1.287 1.024
H -5.786 0.958 1.225
H -5.484 0.481 -0.427
C 0.434 2.974 4.346
C 0.169 1.448 4.430
C 0.462 0.693 3.034
O 1.630 0.016 3.359
C 1.731 -0.147 4.732
O 2.596 -0.753 5.277
O 0.818 0.663 5.382
H -0.202 3.304 3.524
H 1.426 3.317 4.052
H 0.290 3.620 5.213
H -0.871 1.248 4.685
H 0.588 1.354 2.176
H -0.332 -0.021 2.816
C -3.483 0.563 -3.865
C -3.225 1.650 -2.776
C -2.818 2.993 -3.422
O -3.708 3.944 -2.931
C -4.680 3.402 -2.188
O -5.585 3.962 -1.554
O -4.500 2.038 -2.196
H -2.611 -0.078 -3.995
H -3.716 1.132 -4.765
H -4.269 -0.164 -3.665
H -2.371 1.523 -2.110
H -2.912 2.930 -4.506
H -1.858 3.369 -3.067
C 3.013 4.024 0.363
C 3.794 2.652 0.373
C 3.010 1.435 -0.154
O 3.754 0.976 -1.303
C 4.824 1.712 -1.507
O 5.662 1.586 -2.373
O 4.804 2.751 -0.622
H 3.724 4.842 0.484
H 2.270 3.974 1.158
H 2.365 4.134 -0.507
H 4.121 2.317 1.357
H 2.042 1.799 -0.497
H 3.144 0.674 0.615
C 5.929 -2.115 -1.735
C 4.503 -2.510 -1.407
C 3.500 -2.457 -2.648
O 2.621 -3.510 -2.402
C 3.176 -4.455 -1.597
O 2.637 -5.431 -1.183
O 4.341 -3.940 -1.120
H 6.610 -2.038 -0.888
H 5.953 -1.127 -2.195
H 6.433 -2.687 -2.514
H 4.019 -1.799 -0.738
H 4.071 -2.404 -3.575
H 2.918 -1.535 -2.623
C 0.890 -3.896 4.273
C 0.218 -4.587 3.161
C -0.728 -5.613 3.584
O -1.812 -5.261 2.746
C -1.624 -4.147 2.150
O -2.475 -3.801 1.337
O -0.420 -3.591 2.418
H 1.626 -3.134 4.019
H 1.384 -4.711 4.803
H 0.214 -3.451 5.003
H 0.853 -5.066 2.416
H -1.110 -5.497 4.598
H -0.324 -6.623 3.513
C 0.616 7.112 -0.819
C -0.583 6.246 -1.182
C -0.181 5.245 -2.262
O -0.058 4.011 -1.610
C -0.676 4.133 -0.331
O -0.883 3.135 0.375
O -0.798 5.402 -0.054
H 1.558 6.583 -0.958
H 0.545 7.578 0.164
H 0.629 7.950 -1.515
H -1.465 6.846 -1.406
H 0.737 5.625 -2.710
H -0.944 5.294 -3.039

Formula: C30H48BrN3NiP2Se
Source: the Open Molecules 2025 dataset
Level of theory: the ωB97M-V functional and the def2-TZVPD basis

Its spin multiplicity is 3. Its net charge is +2. The lowest unoccupied orbital energy (alpha / beta) is -0.2496 / -0.2877 Ha. The calculation puts the orbital gap (alpha / beta) at 5.65 / 4.61 eV. As for the energy relative to the best compared isomer or geometry (same formula, charge and spin): 109.3 kcal/mol. The expectation value of S² is 2.059.

Geometry (Å):
N 4.716 5.203 1.629
C 5.408 4.214 1.073
C 5.087 3.746 -0.197
C 4.003 4.333 -0.892
C 3.267 5.377 -0.255
C 3.707 5.797 1.004
C 3.597 3.757 -2.138
Ni -2.192 0.570 -1.540
P -2.780 -3.381 0.544
C 2.353 4.068 -2.649
C 1.329 3.086 -2.771
C 0.058 3.597 -3.087
C -1.073 2.893 -2.725
C -0.867 1.656 -2.103
C 0.361 0.977 -2.126
C 1.511 1.716 -2.377
Br -3.560 -1.199 -1.952
H 4.247 3.004 -2.585
H 2.051 5.120 -2.805
H 5.595 2.870 -0.603
H 2.361 5.820 -0.674
H 6.222 3.757 1.642
H 3.213 6.621 1.521
H 0.044 4.622 -3.504
H 2.514 1.308 -2.215
H -2.069 3.293 -2.909
H 0.441 -0.099 -1.884
P -1.780 1.164 0.600
C -2.081 -4.116 -1.023
C -2.627 -5.386 -1.684
H -0.995 -4.225 -0.833
H -2.156 -3.280 -1.750
H -1.803 -5.938 -2.162
H -3.097 -6.068 -0.968
H -3.342 -5.171 -2.492
C -4.640 -3.487 0.552
C -5.361 -4.341 -0.494
H -4.957 -2.432 0.418
H -4.946 -3.765 1.581
H -6.390 -3.963 -0.608
H -4.875 -4.290 -1.484
H -5.466 -5.383 -0.154
C -2.152 -4.418 1.925
C -2.631 -5.856 1.910
H -2.471 -3.907 2.850
H -1.056 -4.340 1.863
H -2.536 -6.269 2.920
H -3.683 -5.943 1.618
H -2.011 -6.477 1.258
C -1.203 0.492 2.256
C -2.021 -0.593 2.962
H -1.140 1.386 2.919
H -0.177 0.108 2.098
H -2.021 -0.414 4.046
H -3.068 -0.637 2.647
H -1.590 -1.592 2.825
C -3.538 1.409 0.959
C -4.269 2.117 -0.180
H -3.617 1.950 1.915
H -3.978 0.411 1.093
H -4.901 2.929 0.224
H -3.581 2.553 -0.939
H -4.952 1.415 -0.702
C -1.021 2.840 0.788
C 0.516 2.739 0.864
H -1.422 3.279 1.720
H -1.352 3.458 -0.067
H 1.018 3.660 0.528
H 0.866 2.538 1.889
H 0.918 1.946 0.216
C 3.236 -2.014 -2.248
N 3.513 -1.341 -0.996
C 4.671 -0.630 -0.708
C 4.514 -0.120 0.544
N 3.264 -0.499 0.987
C 2.729 -0.151 2.280
C 2.608 -1.248 0.038
Se 0.882 -1.847 0.088
H 4.105 -2.613 -2.557
H 3.014 -1.293 -3.055
H 2.364 -2.668 -2.097
H 5.504 -0.574 -1.398
H 5.181 0.479 1.150
H 3.418 -0.468 3.072
H 2.575 0.932 2.363
H 1.770 -0.662 2.396

Question: What is the spin multiplicity in the first record?
Answer: 2